Model w:
Density functional theory data (wB97M-V/def2-TZVPD) for 2 unconnected molecules or ions with the total composition C3H7NO3.

Summary:
* frontier orbital gap: 0.398 hartree
* SMILES string: CC(=O)NC=O.O
* highest occupied orbital energy: -10.4 eV
* LUMO level: 0.4 eV
* spin multiplicity: 1
* total charge: 0

The geometry in XYZ format:
```
14
C3H7NO3 (wB97M-V/def2-TZVPD)
O 0.135 -1.463 -0.065
C 0.064 -0.374 0.436
N 0.452 0.797 -0.277
C 1.667 1.379 0.063
O 2.273 2.054 -0.733
C -0.712 -0.152 1.713
H 0.130 1.282 -1.104
H 2.011 1.305 1.097
H 0.028 0.298 2.407
H -1.525 0.562 1.621
H -0.973 -1.080 2.209
H -1.660 -1.901 -2.988
H -0.723 -1.532 -1.795
O -1.167 -1.177 -2.585
```

=====

Model x:
Density functional theory data (wB97M-V/def2-TZVPD) for 2 unconnected molecules or ions with the total composition C3H7NO3.

Summary:
* frontier orbital gap (alpha / beta): 0.204 / 0.322 hartree
* highest occupied orbital energy (alpha / beta): -6.3 / -8.5 eV
* LUMO level (alpha / beta): -0.8 / 0.3 eV
* spin multiplicity: 1
* total charge: 0

The geometry in XYZ format:
```
14
C3H7NO3 (wB97M-V/def2-TZVPD)
C 0.481 -1.123 -1.235
C 0.912 1.170 -1.018
C -0.051 -0.068 0.875
N 0.366 -0.071 -0.538
O 0.780 -1.824 -2.108
O -2.262 -2.678 0.232
O -0.915 -2.910 0.722
H 0.747 1.945 -0.194
H 1.898 1.126 -1.448
H 0.269 1.567 -1.899
H -0.552 -1.068 1.163
H 0.697 0.138 1.612
H -0.901 0.689 1.068
H -2.246 -3.514 -0.312
```

=====

Energy above the most stable structure, in hartree: model w 0.0000; model x 0.2398

=====

Model w:
Density functional theory data (wB97M-V/def2-TZVPD) for 7 unconnected molecules or ions with the total composition C7H14Cl14.

Summary:
* frontier orbital gap: 0.390 hartree
* SMILES string: ClCCl.ClCCl.ClCCl.ClCCl.ClCCl.ClCCl.ClCCl
* highest occupied orbital energy: -10.5 eV
* LUMO level: 0.1 eV
* spin multiplicity: 1
* total charge: 0

The geometry in XYZ format:
```
35
C7H14Cl14 (wB97M-V/def2-TZVPD)
C -7.306 -1.793 16.235
Cl -6.963 -3.442 16.794
Cl -9.070 -1.578 16.060
H -6.956 -1.136 17.022
H -6.784 -1.606 15.306
C 0.386 -0.763 16.823
Cl 1.866 -0.334 16.031
Cl 0.461 -2.356 17.633
H 0.171 -0.058 17.623
H -0.465 -0.763 16.149
C -4.259 5.978 16.862
Cl -5.824 5.466 16.211
Cl -4.171 7.755 16.926
H -4.094 5.576 17.854
H -3.492 5.613 16.188
C -2.498 -3.479 16.752
Cl -3.829 -4.335 15.957
Cl -2.839 -3.388 18.519
H -1.605 -4.061 16.567
H -2.405 -2.440 16.463
C 0.961 3.306 18.383
Cl 2.147 2.042 18.652
Cl -0.032 2.943 16.951
H 0.281 3.317 19.229
H 1.440 4.273 18.281
C -1.187 -0.444 21.809
Cl -0.079 -1.811 22.036
Cl -1.153 0.254 20.223
H -2.193 -0.826 21.968
H -1.017 0.281 22.600
C -3.125 1.201 17.659
Cl -3.417 2.677 16.716
Cl -4.130 -0.148 17.077
H -2.111 0.943 17.382
H -3.389 1.279 18.703
```

=====

Model x:
Density functional theory data (wB97M-V/def2-TZVPD) for 7 unconnected molecules or ions with the total composition C7H14Cl14.

Summary:
* frontier orbital gap: 0.398 hartree
* SMILES string: ClCCl.ClCCl.ClCCl.ClCCl.ClCCl.ClCCl.ClCCl
* highest occupied orbital energy: -10.6 eV
* LUMO level: 0.3 eV
* spin multiplicity: 1
* total charge: 0

The geometry in XYZ format:
```
35
C7H14Cl14 (wB97M-V/def2-TZVPD)
C 2.418 4.447 0.522
Cl 0.786 4.762 -0.074
Cl 2.412 3.304 1.875
H 2.980 4.040 -0.308
H 2.851 5.368 0.888
C -0.307 1.080 -0.435
Cl -0.343 0.845 1.340
Cl -1.903 1.381 -1.099
H 0.345 1.930 -0.576
H 0.094 0.179 -0.874
C -2.450 -2.003 -2.813
Cl -4.120 -1.837 -3.330
Cl -2.330 -2.679 -1.179
H -1.940 -2.703 -3.467
H -1.918 -1.061 -2.844
C 1.465 -2.223 -5.009
Cl 1.319 -1.468 -3.403
Cl 0.789 -3.825 -5.087
H 0.955 -1.598 -5.737
H 2.523 -2.197 -5.247
C -2.620 2.056 4.040
Cl -3.346 0.467 4.005
Cl -2.716 2.852 5.618
H -1.580 1.980 3.751
H -3.163 2.671 3.333
C -1.042 -2.216 2.622
Cl 0.536 -2.421 3.365
Cl -1.842 -3.766 2.278
H -1.711 -1.651 3.259
H -0.939 -1.704 1.672
C 3.032 -0.815 0.729
Cl 3.257 0.492 -0.459
Cl 1.898 -2.029 0.108
H 3.983 -1.294 0.909
H 2.628 -0.363 1.626
```

=====

Energy above the most stable structure, in hartree: model w 0.0208; model x 0.0000

=====

Model w:
Density functional theory data (wB97M-V/def2-TZVPD) for a molecular structure, C7H14Cl14.

Summary:
* frontier orbital gap: 0.337 hartree
* highest occupied orbital energy: -9.2 eV
* LUMO level: -0.1 eV
* spin multiplicity: 1
* total charge: 0

The geometry in XYZ format:
```
35
C7H14Cl14 (wB97M-V/def2-TZVPD)
C -0.677 -0.020 -0.769
Cl 0.506 -0.745 0.365
Cl -0.410 -0.587 -2.392
H -1.716 -0.203 -0.497
H -0.518 1.056 -0.839
C 1.647 -1.094 2.328
Cl 0.785 0.463 2.322
Cl 3.411 -0.801 2.130
H 1.544 -1.540 3.317
H 1.314 -1.807 1.573
C 0.904 -2.957 -1.233
Cl 1.044 -4.089 -2.600
Cl 2.345 -1.975 -1.239
H 0.068 -2.276 -1.390
H 0.863 -3.629 -0.376
C 2.141 0.404 -2.306
Cl 3.355 1.466 -1.644
Cl 2.449 0.137 -4.059
H 2.269 -0.580 -1.855
H 1.097 0.624 -2.082
C -1.950 -0.466 2.000
Cl -3.113 0.842 1.709
Cl -2.784 -1.907 2.568
H -1.381 -0.576 1.077
H -1.337 -0.179 2.854
C 1.527 1.931 0.426
Cl 0.793 2.454 -1.100
Cl 2.387 3.203 1.317
H 0.878 1.466 1.169
H 2.215 1.143 0.120
C -3.969 2.202 -0.196
Cl -5.302 1.326 0.624
Cl -2.717 1.143 -0.742
H -4.297 2.769 -1.067
H -3.371 2.807 0.486
```

=====

Model x:
Density functional theory data (wB97M-V/def2-TZVPD) for 7 unconnected molecules or ions with the total composition C7H14Cl14.

Summary:
* frontier orbital gap: 0.406 hartree
* SMILES string: ClCCl.ClCCl.ClCCl.ClCCl.ClCCl.ClCCl.ClCCl
* highest occupied orbital energy: -10.8 eV
* LUMO level: 0.2 eV
* spin multiplicity: 1
* total charge: 0

The geometry in XYZ format:
```
35
C7H14Cl14 (wB97M-V/def2-TZVPD)
C -3.292 -0.882 -2.227
Cl -4.557 0.143 -1.503
Cl -3.916 -1.937 -3.445
H -2.540 -0.286 -2.744
H -2.811 -1.393 -1.393
C 1.892 -2.890 1.263
Cl 1.166 -4.011 2.372
Cl 3.668 -2.845 1.164
H 1.509 -3.165 0.280
H 1.707 -1.851 1.536
C -0.528 2.464 3.232
Cl -1.734 3.140 4.337
Cl -0.761 0.679 3.011
H -0.729 2.999 2.303
H 0.463 2.650 3.646
C -0.777 0.137 -0.328
Cl 0.943 0.362 -0.017
Cl -1.648 1.700 -0.067
H -0.721 -0.082 -1.394
H -1.217 -0.624 0.317
C 5.445 0.480 -1.307
Cl 5.177 -0.196 -2.963
Cl 3.858 0.358 -0.594
H 6.151 -0.055 -0.673
H 5.699 1.538 -1.374
C 2.013 -1.664 -2.936
Cl 0.348 -2.191 -2.401
Cl 1.947 -0.314 -4.067
H 2.676 -1.402 -2.112
H 2.205 -2.555 -3.535
C -4.179 2.315 2.436
Cl -5.550 1.170 2.832
Cl -4.498 3.328 0.923
H -4.162 3.089 3.203
H -3.247 1.791 2.223
```

=====

Energy above the most stable structure, in hartree: model w 0.5098; model x 0.0000

=====

Model w:
Density functional theory data (wB97M-V/def2-TZVPD) for 2 unconnected molecules or ions with the total composition C9H13NO2.

Summary:
* frontier orbital gap: 0.336 hartree
* SMILES string: Cc1ccc(O)cc1.CC(N)=O
* highest occupied orbital energy: -8.7 eV
* LUMO level: 0.4 eV
* spin multiplicity: 1
* total charge: 0

The geometry in XYZ format:
```
25
C9H13NO2 (wB97M-V/def2-TZVPD)
C -5.083 0.597 -1.680
C -3.926 1.143 -0.845
O -3.372 2.181 -1.123
N -3.434 0.280 0.099
H -2.499 0.467 0.440
H -3.836 -0.643 0.135
H -5.453 1.430 -2.270
H -5.927 0.245 -1.081
H -4.704 -0.171 -2.351
C 4.491 0.778 -0.152
C 0.872 -1.163 1.128
C 1.691 -0.542 2.050
C 1.257 -1.249 -0.201
C 2.861 0.074 1.633
C 2.440 -0.652 -0.589
C 3.273 0.014 0.305
O -0.322 -1.736 1.549
H -0.941 -1.531 0.838
H 1.333 -0.489 3.070
H 0.625 -1.673 -0.972
H 3.526 0.442 2.406
H 2.816 -0.793 -1.598
H 4.914 1.309 0.701
H 4.180 1.549 -0.855
H 5.218 0.133 -0.636
```

=====

Model x:
Density functional theory data (wB97M-V/def2-TZVPD) for 2 unconnected molecules or ions with the total composition C9H13NO2.

Summary:
* frontier orbital gap: 0.349 hartree
* SMILES string: Cc1ccc(O)cc1.CC(N)=O
* highest occupied orbital energy: -8.9 eV
* LUMO level: 0.6 eV
* spin multiplicity: 1
* total charge: 0

The geometry in XYZ format:
```
25
C9H13NO2 (wB97M-V/def2-TZVPD)
C 1.400 0.531 2.867
C 1.517 1.715 0.680
C 1.528 0.508 1.379
C 1.192 1.737 -0.663
C 1.569 -0.667 0.646
C 1.071 0.539 -1.380
C 1.332 -0.642 -0.728
O 0.907 0.552 -2.753
H 1.716 2.684 1.112
H 1.277 2.643 -1.255
H 1.099 -0.429 3.276
H 0.629 1.190 3.277
H 1.835 -1.578 1.170
H 1.314 -1.540 -1.323
H -0.034 0.608 -2.950
H 2.291 0.834 3.373
C -1.852 -1.987 -0.807
C -2.409 -0.662 -1.263
O -2.605 -0.328 -2.416
N -2.880 0.134 -0.244
H -0.814 -1.910 -0.956
H -2.175 -2.740 -1.523
H -3.021 1.110 -0.439
H -2.707 -0.130 0.710
H -2.180 -2.170 0.209
```

=====

Energy above the most stable structure, in hartree: model w 0.0000; model x 0.0071